Record 1
The following is a quantum chemistry calculation of one molecule with the formula C5H6F2, from the OMol25 dataset.

Positions of all 13 atoms, in Å:
C  0.08142  -2.01013  0.53770
C  0.22314  -0.76788  0.10999
C  -0.21508  0.51008  -0.55724
C  -1.20073  1.46132  0.01155
C  1.30643  0.16932  -0.01786
F  2.29576  -0.11497  -0.84551
F  1.90711  0.82564  1.06039
H  0.97325  -2.55751  0.74272
H  -0.72665  -2.62582  0.31440
H  -0.40231  0.27202  -1.65553
H  -1.08194  1.55066  1.05573
H  -2.03677  0.90497  -0.33104
H  -1.12363  2.38230  -0.42529

Calculated values
F_max ... 3.6 eV Å⁻¹
HOMO-LUMO gap ... 0.3934 Eh
ΔE to the lowest compared entry with this formula, charge and spin ... 172.43 kJ/mol
SMILES ... C=C1[C@@H](C)C1(F)F
Net charge ... 0
E_HOMO ... -10.02 eV

Löwdin atomic charge list, values in e, 5 entries: 0.11 -0.18 -0.14 -0.05 -0.41

***

Record 2
The following is a quantum chemistry calculation of one molecule with the formula C5H6FN, from the OMol25 dataset.

Positions of all 13 atoms, in Å:
N  -1.88084  -0.76083  -0.29240
C  -0.63065  -0.25032  0.32003
C  -0.13984  1.17210  0.07328
C  1.20563  1.11725  -0.09625
C  1.61307  -0.24274  0.00127
F  2.83096  -0.67079  -0.11728
C  0.59166  -1.14249  0.12841
H  -1.82488  -0.53776  -1.26679
H  -2.65167  -0.18600  0.07170
H  -0.82462  -0.23713  1.42395
H  -0.74198  2.09829  -0.02422
H  1.86527  1.86674  -0.36013
H  0.58791  -2.22632  0.13843

Calculated values
F_max ... 4.0 eV Å⁻¹
HOMO-LUMO gap ... 0.3373 Eh
ΔE to the lowest compared entry with this formula, charge and spin ... 124.17 kJ/mol
SMILES ... N[C@@H]1C=CC(F)=C1
Net charge ... 0
E_HOMO ... -8.51 eV

Löwdin atomic charge list, values in e, 5 entries: 0.04 -0.40 -0.03 -0.02 -0.35

***

Record 3
The following is a quantum chemistry calculation of one molecule with the formula C5H6FN3O2, from the OMol25 dataset.

Positions of all 17 atoms, in Å:
N  -1.69381  1.76969  -0.47563
C  -0.72332  0.94492  -0.72662
O  -0.26766  0.71663  -1.82658
C  0.07608  0.20954  0.39532
O  -0.72918  0.13081  1.56132
C  0.49096  -1.34841  -0.26980
N  1.85929  -1.53714  -0.66183
C  2.65575  -0.56126  -0.63262
C  2.31703  0.64404  0.08213
F  3.33666  1.49702  0.35088
N  1.23472  0.96398  0.65592
H  -1.98448  1.81656  0.44859
H  -2.08099  2.24815  -1.31465
H  -0.49905  -0.41961  2.29412
H  -0.00974  -2.03447  0.40699
H  0.16586  -1.41290  -1.35057
H  3.59271  -0.83633  -0.96814

Calculated values
F_max ... 3.4 eV Å⁻¹
HOMO-LUMO gap ... 0.3470 Eh
ΔE to the lowest compared entry with this formula, charge and spin ... 0.00 kJ/mol
SMILES ... NC(=O)[C@@]1(O)CN=CC(F)=N1
Net charge ... 0
E_HOMO ... -9.46 eV

Löwdin atomic charge list, values in e, 5 entries: 0.22 -0.51 0.05 -0.38 0.01

***

Record 4
The following is a quantum chemistry calculation of one molecule with the formula C5H6FNO, from the OMol25 dataset.

Positions of all 14 atoms, in Å:
O  -1.63755  -2.01568  0.25217
C  -0.87272  -1.12333  0.11569
C  -0.74233  0.10735  -0.85038
N  -0.89505  0.93278  0.36797
C  -0.17492  -0.23772  1.12051
C  1.21297  -0.06785  0.46426
C  0.78222  0.24645  -0.98947
F  1.16444  1.53312  -1.25964
H  -1.43102  0.31132  -1.65210
H  -1.89888  1.11789  0.65757
H  -0.30554  -0.28790  2.17596
H  1.67827  0.81999  0.83125
H  1.88909  -0.97119  0.51601
H  1.23102  -0.36524  -1.74980

Calculated values
F_max ... 2.0 eV Å⁻¹
HOMO-LUMO gap ... 0.3900 Eh
ΔE to the lowest compared entry with this formula, charge and spin ... 266.47 kJ/mol
SMILES ... O=C1[C@H]2N[C@@H]1C[C@@H]2F
Net charge ... 0
E_HOMO ... -9.72 eV

Löwdin atomic charge list, values in e, 5 entries: 0.12 -0.33 -0.15 0.06 -0.15

***

Number 1: LUMO energy 0.68 eV. Number 2: LUMO energy 0.67 eV. Number 3: LUMO energy -0.02 eV. Number 4: LUMO energy 0.90 eV.